Molecular formula: C2H6N4S2
Method: DFT, wB97M-V/def2-TZVPD

The calculation puts the strongest force on any atom at 5.63 eV Å⁻¹. The frontier orbital gap is 9.02 eV. The energy above the lowest of the compared OMol25 structures with the same formula, charge and spin is 421.7 kJ/mol. As for the SMILES: NN1NCC(=S)N1S. The calculation puts the total energy at -1095.0635 Ha.

Last column: Mulliken charge in e.
Atoms and positions in Å:
1 N -0.2534 -1.6172 -0.8115  -0.2840
2 N -0.4426 -1.0552 0.3781  -0.0235
3 N -1.4330 -0.1740 0.3203  -0.3321
4 C -0.9276 1.0719 -0.1634  -0.8478
5 C 0.4596 1.1988 0.3033  0.4248
6 S 1.5229 2.4227 0.2792  -0.3572
7 N 0.7982 -0.0562 0.7505  -0.0062
8 S 2.2773 -0.6883 1.2218  -0.1150
9 H -0.4710 -1.0557 -1.6248  0.1637
10 H -0.3005 -2.6196 -0.8784  0.2116
11 H -1.8688 -0.0944 1.2977  0.3152
12 H -1.4529 1.9400 -0.0831  0.4745
13 H -0.7885 0.9036 -1.1844  0.2579
14 H 2.8803 -0.1765 0.1947  0.1182

Molecular formula: C2H6N5
Method: DFT, wB97M-V/def2-TZVPD

The calculation puts the strongest force on any atom at 4.22 eV Å⁻¹. The frontier orbital gap (spin up / spin down) is 7.30 / 7.30 eV. The energy above the lowest of the compared OMol25 structures with the same formula, charge and spin is 593.0 kJ/mol. Its net charge is +1. As for the SMILES: N=[N+]=C/N=N\CN. The calculation puts the total energy at -353.1195 Ha.

Last column: Mulliken charge in e.
Atoms and positions in Å:
1 N 0.8438 1.0753 3.1730  -0.5258
2 N 0.8853 0.5398 2.1255  0.6169
3 C 0.6472 0.1438 0.9661  0.0219
4 N 0.8177 1.0031 -0.2027  -0.1401
5 N 0.3277 0.8216 -1.2943  -0.0668
6 C -0.6949 -0.0337 -1.8156  -0.1941
7 N -0.9009 -1.1602 -1.0208  -0.4539
8 H 1.5484 1.5155 3.7218  0.3294
9 H 0.5695 -1.0260 0.9177  0.3687
10 H -1.5407 0.7047 -1.9542  0.2797
11 H -0.1382 -0.2692 -2.7892  0.3124
12 H -1.5514 -1.2551 -0.3542  0.2358
13 H -0.8135 -2.0598 -1.4730  0.2159

Molecular formula: C2H6N5S
Method: DFT, wB97M-V/def2-TZVPD

The calculation puts the strongest force on any atom at 6.74 eV Å⁻¹. The frontier orbital gap is 7.17 eV. The energy above the lowest of the compared OMol25 structures with the same formula, charge and spin is 241.7 kJ/mol. Its net charge is +1. The calculation puts the total energy at -751.4209 Ha.

Last column: Mulliken charge in e.
Atoms and positions in Å:
1 C 1.0003 0.8911 -0.1995  -0.0366
2 C -0.4539 0.5568 -0.0953  0.7020
3 N -0.8779 0.1064 -1.3528  -0.2121
4 N 0.0154 -0.0510 -2.1289  -0.3560
5 N 1.1634 0.2899 -1.6119  0.2725
6 N -1.2402 1.0835 0.7924  -0.3029
7 N -0.1652 -1.4838 0.7403  -0.6135
8 S 2.1239 1.5466 0.8028  -0.0711
9 H 1.9561 0.2089 -2.0885  0.1567
10 H -2.1733 0.6452 0.9466  0.3270
11 H -0.9740 1.5800 1.6478  0.2764
12 H 0.4433 -1.4304 1.5260  0.2772
13 H 0.1761 -2.0028 -0.0199  0.3003
14 H -0.9940 -1.9405 1.0409  0.2799

Molecular formula: C2H6N6
Method: DFT, wB97M-V/def2-TZVPD

The calculation puts the strongest force on any atom at 5.33 eV Å⁻¹. The frontier orbital gap is 8.53 eV. The energy above the lowest of the compared OMol25 structures with the same formula, charge and spin is 442.1 kJ/mol. The calculation puts the total energy at -408.1275 Ha.

Last column: Mulliken charge in e.
Atoms and positions in Å:
1 C -0.5641 -1.4587 -0.1278  -0.0096
2 C 0.2083 0.7260 -0.3279  0.3649
3 H -2.2214 0.1221 1.3866  0.2742
4 H -2.9276 -0.4555 -0.2902  0.3021
5 H -1.4372 -2.1672 -0.4048  0.2255
6 H 2.8305 0.9786 -0.2941  0.3214
7 H 2.8996 -0.3617 1.2934  0.2553
8 H -0.4041 2.5254 -0.4750  0.2556
9 N -2.2007 0.3050 0.1666  -0.7956
10 N -0.9978 -0.0831 -0.3000  0.2695
11 N 0.6809 -1.6426 -0.3589  -0.5857
12 N 1.1722 -0.3734 -0.0953  0.6924
13 N 2.5474 -0.1062 0.0721  -0.9020
14 N 0.4139 1.9914 -0.2447  -0.6681